Record 1
A molecular structure, C39H91N12O13Pt in a non-equilibrium geometry. Source: OMol25; level of theory: the ωB97M-V functional and the def2-TZVPD basis.

Positions of all 156 atoms, in Å:
Pt (10.23848, 16.19748, 25.50865)
O (4.94759, 23.52306, 21.08562)
O (9.75439, 17.50510, 23.69139)
O (15.56832, 20.46049, 23.96464)
O (12.39549, 16.39503, 24.91276)
O (6.81558, 14.56341, 21.44969)
O (10.06899, 14.13859, 23.96176)
O (12.89908, 14.01384, 18.56191)
O (7.89044, 19.93107, 19.22381)
O (1.54039, 19.29618, 20.69514)
O (9.15961, 24.29970, 26.66028)
O (6.33408, 17.80760, 15.78274)
O (10.81764, 17.87605, 26.76755)
O (7.16121, 24.93504, 17.74777)
N (7.20445, 16.40929, 17.28865)
N (6.30576, 24.14891, 22.83042)
N (8.64672, 24.31104, 19.40268)
N (13.21897, 16.14244, 17.71159)
N (8.55273, 21.03092, 17.32284)
N (5.38237, 16.11879, 22.43578)
N (3.81434, 18.97475, 20.28533)
N (10.84046, 13.48118, 21.94811)
N (15.67011, 20.01984, 21.70869)
N (10.00649, 22.65102, 25.31713)
N (12.36809, 19.35059, 27.66741)
N (14.01938, 15.85883, 23.34929)
C (16.21793, 20.45083, 22.89220)
C (12.20370, 16.71870, 18.64006)
C (13.20200, 16.70979, 24.02582)
C (5.32541, 17.24284, 23.39511)
C (9.73747, 24.98500, 18.77586)
C (6.59451, 15.15909, 16.83309)
C (14.20850, 19.72026, 21.48701)
C (13.46856, 14.82590, 17.81922)
C (5.51388, 24.39440, 21.76075)
C (6.76665, 25.25818, 23.67587)
C (2.48764, 18.61859, 20.22690)
C (11.49934, 12.52844, 21.09360)
C (7.44564, 24.27799, 18.74112)
C (15.03921, 16.27999, 22.38380)
C (7.90126, 16.25158, 18.56141)
C (8.75073, 20.53077, 18.59317)
C (12.88571, 19.72908, 26.32827)
C (4.06090, 15.65291, 21.95795)
C (10.65643, 14.77406, 21.28722)
C (16.53145, 19.99836, 20.47007)
C (12.92551, 20.01474, 28.87269)
C (10.31751, 18.51363, 21.69496)
C (6.64103, 22.84431, 23.37669)
C (4.78935, 18.16600, 19.57012)
C (10.40150, 13.28164, 23.16484)
C (6.57370, 15.51485, 22.19048)
C (9.78703, 18.72543, 23.03415)
C (7.14773, 21.05386, 16.92944)
C (8.88345, 23.42256, 20.58348)
C (4.36187, 20.24992, 20.67737)
C (14.04894, 17.12445, 16.94072)
C (10.56025, 22.40859, 24.03826)
C (8.42126, 19.39413, 23.05743)
C (9.93850, 23.90205, 25.82501)
C (9.15900, 21.58230, 25.79632)
C (9.47134, 21.71286, 16.49549)
C (11.29736, 18.52989, 27.74601)
C (7.09273, 17.59299, 16.70435)
C (14.09802, 14.39293, 23.59735)
H (13.92224, 19.39740, 26.26746)
H (9.47222, 25.84941, 18.16713)
H (14.05981, 18.69848, 21.13779)
H (13.32334, 14.04476, 24.28055)
H (10.46509, 25.15508, 19.56942)
H (12.45201, 13.02315, 20.90445)
H (6.42810, 15.17462, 15.75597)
H (2.40937, 17.60055, 19.81499)
H (11.27523, 17.99873, 21.77073)
H (8.51103, 20.34123, 22.52542)
H (6.31827, 25.30413, 24.66832)
H (10.16063, 24.31211, 18.03005)
H (7.20415, 14.26765, 16.98066)
H (4.44704, 20.95519, 19.85067)
H (11.28907, 16.12855, 18.58287)
H (9.78679, 20.54538, 18.96541)
H (13.77505, 20.36109, 20.71919)
H (4.25640, 17.38756, 19.02416)
H (7.83079, 25.12189, 23.86859)
H (14.86089, 15.94953, 21.36052)
H (13.42388, 17.72368, 23.65843)
H (9.86093, 22.59063, 23.22222)
H (6.63670, 21.94015, 17.30555)
H (9.79648, 22.84119, 20.45505)
H (15.17906, 17.35663, 22.48067)
H (6.19018, 17.36134, 24.04799)
H (7.61119, 18.83661, 22.58725)
H (5.33329, 20.05454, 21.13155)
H (6.78643, 23.61100, 19.31797)
H (3.56480, 15.14208, 22.78320)
H (10.52333, 21.45626, 16.62028)
H (11.77679, 17.67413, 18.33509)
H (10.70017, 24.53947, 25.34987)
H (8.35961, 21.45696, 25.06599)
H (7.15409, 20.88324, 15.85290)
H (9.67253, 20.62240, 25.85077)
H (13.67073, 19.93012, 22.41159)
H (8.23258, 19.64281, 24.10178)
H (8.95787, 24.04495, 21.47522)
H (3.42858, 16.52474, 21.79008)
H (7.33824, 16.03798, 22.78548)
H (11.39530, 23.06283, 23.78776)
H (16.32274, 19.10051, 19.88835)
H (6.37998, 22.86309, 24.43480)
H (7.86111, 18.24103, 17.15362)
H (5.16977, 18.21071, 22.91854)
H (5.51537, 17.73674, 20.26058)
H (9.33131, 21.51362, 15.43305)
H (15.99882, 15.81790, 22.61559)
H (12.49232, 19.69185, 29.81936)
H (10.84589, 18.50993, 28.74999)
H (10.35219, 14.67320, 20.24542)
H (11.63480, 15.25135, 21.23165)
H (10.67719, 19.47886, 21.33851)
H (5.35257, 18.77283, 18.86114)
H (10.85885, 21.36031, 24.03033)
H (5.34759, 25.47131, 21.60322)
H (8.73022, 21.78212, 26.77832)
H (17.61157, 19.96597, 20.61283)
H (8.83256, 15.68589, 18.58909)
H (9.35968, 22.79290, 16.59118)
H (12.62596, 16.86633, 19.63405)
H (14.20618, 14.63496, 17.02446)
H (6.59713, 26.24929, 23.25510)
H (15.05209, 14.12455, 24.05103)
H (12.75073, 21.07410, 28.68478)
H (14.34785, 17.83703, 17.70948)
H (4.42978, 17.11395, 24.00283)
H (5.65694, 14.83475, 17.28462)
H (6.11652, 22.11874, 22.75498)
H (10.26296, 12.21842, 23.41498)
H (3.67886, 20.66999, 21.41571)
H (16.45308, 20.88910, 19.84674)
H (14.98871, 16.80254, 16.49204)
H (4.02729, 14.93359, 21.13969)
H (12.49517, 19.06297, 25.55894)
H (7.18452, 15.77233, 19.22828)
H (9.62786, 17.96306, 21.05514)
H (17.24276, 20.84463, 22.80949)
H (10.98511, 12.43618, 20.13696)
H (8.02890, 17.17824, 19.12098)
H (10.45329, 19.39261, 23.58102)
H (11.66515, 11.51579, 21.46121)
H (13.44648, 17.58602, 16.15836)
H (13.93391, 13.89056, 22.64405)
H (6.39684, 20.31007, 17.19596)
H (10.00282, 15.50394, 21.76489)
H (7.71296, 22.71814, 23.22454)
H (12.62736, 20.75658, 26.07212)
H (8.11864, 22.71410, 20.90167)
H (14.00779, 19.89067, 28.90981)

Properties
Spin multiplicity: 3
Total charge: +1
Frontier orbital gap (spin up / spin down) in eV: 7.33 / 6.03
Energy in a.u.: -3294.64715
HOMO level (spin up / spin down) in eV: -10.376 / -10.376
<S²>: 2.016

Results of the Löwdin charge analysis, in e, for atoms 1 through 6: number 1, Pt, carries 1.0895; number 2, O, carries -0.0118; number 3, O, carries -0.2287; number 4, O, carries -0.0416; number 5, O, carries -0.1246; number 6, O, carries -0.0109



Record 2
A molecular structure, C2H4P2S3 in a non-equilibrium geometry. Source: OMol25; level of theory: the ωB97M-V functional and the def2-TZVPD basis.

Positions of all 11 atoms, in Å:
S (-2.98370, 1.02406, 0.05942)
S (1.44311, 0.94318, -1.28218)
S (-2.80420, -0.93484, -0.77784)
P (-0.73169, -0.95976, -0.86748)
P (-0.91155, 1.39534, 0.49638)
C (-0.34132, 0.83716, -1.20848)
C (-0.41706, -0.42186, 0.81195)
H (0.68836, -0.41141, 0.99135)
H (-0.94916, -1.00503, 1.69808)
H (1.38110, 2.31379, -1.40542)
H (-0.85711, 1.50571, -2.23338)

Properties
Frontier orbital gap in eV: 8.61
Energy in a.u.: -1955.85856
Energy above the lowest of the compared OMol25 structures with the same formula, charge and spin in kJ/mol: 33.09
HOMO level in eV: -8.586

Results of the Löwdin charge analysis, in e, for atoms 1 through 6: number 1, S, carries 0.0703; number 2, S, carries 0.5911; number 3, S, carries 0.1056; number 4, P, carries 0.4342; number 5, P, carries 0.5455; number 6, C, carries -1.1983